C45H54N5O4STl | ωB97M-V/def2-TZVPD

Values from the calculation:
Net charge: 0
Kohn-Sham gap in Eh: 0.2066
Highest occupied orbital energy in eV: -6.646
Largest force on an atom in eV/Å: 4.1
Energy in eV: -78705.82140
Molecular weight in g mol⁻¹: 965.4

Geometry as XYZ:
```
110
Properties=species:S:1:pos:R:3:forces:R:3:lowdin_charge:R:1
Tl -0.04591 0.39908 -0.75960 0.0 -1.2 2.2 1.203
C 5.59366 0.16170 3.27367 0.4 -0.7 0.2 -0.092
C 5.27555 0.82785 1.94175 0.1 0.7 -0.8 -0.212
C 4.14789 0.18986 1.15943 0.0 0.1 0.1 -0.130
C 4.26086 -0.92177 0.39022 -1.1 -1.0 -0.6 -0.092
C 5.47328 -1.79480 0.09673 -0.5 0.0 0.0 -0.169
C 5.46191 -3.32256 0.40945 0.2 0.6 0.5 -0.074
C 2.88530 -1.20024 -0.17614 0.8 0.3 0.3 -0.185
N 1.99137 -0.26743 0.35492 0.9 0.2 -0.5 0.051
C 2.73744 0.60031 1.12787 -0.7 -0.2 -0.4 -0.215
C 2.23136 1.70669 1.82217 1.0 -0.3 -0.6 0.042
C 0.88126 2.02040 1.99701 -1.3 1.3 -1.3 -0.175
C 0.38105 3.03262 2.95636 -0.3 -1.3 -0.8 -0.139
C 1.27358 3.86115 3.76585 -0.9 -1.1 2.8 -0.166
C 1.63566 3.14981 5.15643 -0.4 0.6 0.1 -0.066
C -0.96815 2.92754 2.96037 0.7 -1.3 0.3 -0.160
C -1.31117 1.94316 1.96659 -2.0 -0.1 -1.5 -0.235
C -2.61622 1.55592 1.64264 0.2 -0.4 0.8 0.064
C -2.95906 0.60340 0.64671 -0.8 -3.1 -0.4 -0.214
N -2.09981 -0.48725 0.30271 0.3 1.9 -3.2 0.064
C -2.72927 -1.10760 -0.84272 2.1 -0.3 0.8 -0.269
C -2.19240 -2.04241 -1.79789 -1.6 0.2 0.6 0.062
C -0.90116 -2.45954 -1.94991 1.9 -0.4 -0.2 -0.211
N 0.13795 -1.85826 -1.22650 -0.1 -0.2 -0.4 0.040
C 1.27251 -2.52952 -1.53825 1.5 2.0 0.7 -0.243
C 2.60435 -2.20352 -1.10645 -0.6 0.0 1.0 0.068
C 1.06917 -3.54387 -2.47803 -2.7 -1.5 -0.3 -0.141
C -0.28936 -3.53222 -2.76983 -0.6 0.4 0.8 -0.083
C -1.01729 -4.39658 -3.77789 -0.8 0.0 1.6 -0.183
C -1.54513 -3.49005 -4.82931 -2.3 0.4 -1.5 -0.106
C 2.00982 -4.64359 -2.78288 -1.1 -1.0 2.0 -0.170
C 1.99062 -5.78934 -1.70540 0.4 1.1 0.3 -0.057
C -4.01180 -0.63886 -0.99702 -2.8 1.7 -0.5 -0.139
C -4.25319 0.35168 -0.00775 1.0 0.2 -0.1 -0.090
C -5.58466 1.02815 0.30133 0.5 1.0 -1.0 -0.196
C -5.82331 1.36740 1.76726 -0.2 1.3 0.0 -0.104
C -5.00612 -1.02378 -2.14934 -0.2 1.1 1.4 -0.168
C -4.79725 -0.44792 -3.58167 -1.0 1.8 1.3 -0.080
N -0.21111 1.53526 1.26979 2.2 -0.5 1.3 0.047
C -1.90684 3.45699 3.94326 -0.8 1.7 1.3 -0.194
C -2.90869 4.44801 3.29222 -0.8 1.2 0.7 -0.091
H 5.07632 0.63056 4.12529 0.3 0.1 -0.4 0.069
H 6.70124 0.22009 3.40996 -0.9 -0.3 0.3 0.083
H 5.22335 -0.88514 3.27246 0.6 0.4 0.0 0.081
H 6.12403 0.84691 1.23296 0.0 -0.5 0.6 0.110
H 5.18891 1.90853 2.13926 -0.7 -0.3 -0.2 0.104
H 6.32651 -1.26151 0.46604 0.7 -0.1 0.8 0.090
H 5.69766 -1.77376 -0.95508 -0.4 0.2 -0.9 0.103
H 5.63285 -3.62787 1.46436 -0.4 0.4 -0.6 0.081
H 6.25561 -3.77636 -0.16916 0.4 -0.1 -0.1 0.063
H 4.55895 -3.76587 0.00507 -0.3 -0.1 0.4 0.041
H 3.05706 2.36111 2.18894 -1.2 -0.5 0.3 0.120
H 0.82384 4.82090 4.03043 0.1 0.0 -0.3 0.117
H 2.10746 3.98691 3.16319 2.0 0.7 -0.7 0.070
H 0.71203 3.01779 5.75950 0.3 0.2 -0.5 0.063
H 2.26663 3.84237 5.77357 -0.2 -0.8 -0.6 0.073
H 2.05023 2.11587 5.09834 0.1 1.0 -0.3 0.071
H -3.45781 1.85566 2.30011 1.0 0.3 -0.8 0.088
H -3.01429 -2.44020 -2.44285 1.2 0.2 0.4 0.118
H 3.39865 -2.92535 -1.42573 -0.8 1.2 0.4 0.107
H -1.87374 -5.04033 -3.37781 1.4 0.7 -0.2 0.146
H -0.24366 -4.99916 -4.17255 0.5 -1.2 -0.6 0.080
H -2.52452 -3.05504 -4.58574 0.3 0.2 0.6 0.066
H -1.86234 -3.95140 -5.77640 0.8 -0.4 0.1 0.082
H -0.89575 -2.66911 -5.01780 0.6 0.6 -0.4 0.063
H 2.97360 -4.29889 -2.72748 2.5 1.0 -0.6 0.062
H 1.79415 -5.06537 -3.71749 0.0 -0.6 -1.5 0.090
H 1.01089 -6.20588 -1.71213 -0.6 -0.9 -0.1 0.056
H 2.11066 -5.39856 -0.67565 0.1 0.2 -0.5 0.079
H 2.81184 -6.51468 -1.84069 -0.6 0.1 -0.3 0.077
H -6.36795 0.39595 -0.06058 -0.5 -0.7 -0.1 0.081
H -5.73699 1.93759 -0.33516 0.4 -0.4 0.5 0.128
H -5.31460 2.33392 2.03401 -1.0 -0.6 -0.2 0.064
H -5.32776 0.65056 2.37008 0.3 -1.0 0.7 0.058
H -6.90306 1.37234 2.05591 0.9 0.3 -0.4 0.089
H -5.98909 -0.55361 -1.86426 0.8 -1.2 0.2 0.097
H -5.04303 -2.11369 -2.18928 -0.5 0.1 0.1 0.096
H -4.80444 -1.22124 -4.29966 0.2 -0.8 -0.9 0.041
H -3.89057 0.15684 -3.64214 -0.1 -0.1 -0.2 0.057
H -5.70511 0.22256 -3.78282 1.5 -0.8 0.0 0.092
H -1.35210 4.00784 4.74204 -0.2 -0.4 -0.6 0.111
H -2.47440 2.67292 4.50181 0.5 0.3 -0.6 0.133
H -2.48742 5.09288 2.48140 0.1 -0.6 0.8 0.087
H -3.37010 5.17060 4.08382 0.6 -1.4 -1.4 0.101
H -3.69194 3.86199 2.79777 -0.1 0.4 0.2 0.034
C -2.61387 -2.53947 5.41180 -0.2 1.5 0.7 -0.089
C -1.47723 -1.70550 6.13532 -1.6 -1.3 -1.2 -0.307
O -1.54638 -0.38033 5.63382 1.4 0.3 -0.2 -0.103
H -2.65983 -3.48261 5.90318 -0.2 -1.0 0.4 0.040
H -2.50176 -2.73980 4.33161 0.3 0.5 0.5 0.072
H -3.57967 -1.99167 5.60529 0.9 -0.6 -0.4 0.082
H -0.54113 -2.23549 5.92928 0.2 0.5 0.1 0.105
H -1.69071 -1.74000 7.22122 0.2 0.2 -0.5 0.107
H -0.69942 -0.17217 5.18349 -0.9 -0.1 0.4 0.093
O -1.52723 1.24238 -4.35649 1.1 -0.7 -0.1 -0.296
S -0.09156 1.01313 -4.29088 -0.4 -0.3 0.6 0.682
O 0.49770 -0.20794 -4.82305 -0.8 1.4 0.5 -0.288
N 0.43544 1.28509 -2.71815 0.0 1.1 0.4 -0.164
C 0.90168 2.59167 -2.50718 0.1 0.0 4.0 -0.463
O 1.12980 3.04669 -1.33246 -0.7 -1.6 -3.7 0.005
C 1.14515 3.26841 -3.76845 -0.2 0.8 -2.8 -0.120
C 1.81115 4.48093 -4.08001 -0.8 0.6 -0.3 0.022
C 2.14873 4.77007 -5.43780 -0.1 -0.1 0.9 -0.042
C 1.79646 3.85219 -6.44602 1.4 2.5 0.2 -0.086
C 1.11266 2.73906 -6.13972 -1.7 -3.1 -1.2 -0.069
C 0.68474 2.48942 -4.86105 1.9 0.3 1.2 -0.207
H 1.83217 5.28379 -3.31198 0.8 -0.9 -0.4 0.131
H 2.74112 5.68316 -5.71317 -0.9 -0.9 0.5 0.121
H 2.06093 4.11189 -7.46160 0.1 -0.3 -0.1 0.111
H 0.92258 1.93152 -6.90102 0.0 1.1 0.6 0.148
```
Forces are in eV/Å.